[1]
A structure of composition C6H21AlN5O5 at a distorted geometry. Source: OMol25; level of theory: ωB97M-V/def2-TZVPD.

Each line ends with the natural charge from an NBO analysis.
Geometry (Å):
Al1 -0.842 -23.958 7.432  1.578
O1 -0.898 -21.201 7.008  -0.880
H1 0.004 -20.840 7.002  0.446
O2 1.192 -25.311 6.110  -0.844
H2 1.536 -26.188 6.343  0.429
C1 -2.530 -26.456 4.798  0.791
O3 -2.420 -25.760 5.824  -0.737
N1 -2.866 -27.761 4.802  -0.821
N2 -2.277 -25.961 3.599  -0.810
H3 -3.082 -28.238 3.946  0.402
H4 -2.935 -28.233 5.685  0.405
H5 -2.626 -26.385 2.757  0.394
H6 -2.165 -24.955 3.633  0.429
C2 -0.261 -22.480 3.798  0.793
O4 -0.757 -23.331 4.552  -0.715
N3 0.351 -22.701 2.622  -0.814
N4 -0.245 -21.149 4.069  -0.844
H7 0.147 -23.551 2.123  0.407
H8 0.755 -21.912 2.155  0.398
H9 -0.729 -20.857 4.908  0.424
H10 -0.099 -20.410 3.405  0.395
C3 -1.254 -28.743 9.536  -0.631
C4 -1.685 -27.404 8.919  -0.080
C5 -2.609 -26.580 9.774  -0.066
O5 -2.803 -25.272 9.165  -0.556
C6 -4.016 -24.719 9.631  -0.273
N5 -0.478 -26.736 8.423  -0.808
H11 -0.905 -28.516 10.547  0.216
H12 -0.608 -29.336 8.898  0.230
H13 -2.172 -29.260 9.832  0.226
H14 -2.347 -27.642 8.083  0.195
H15 -2.303 -26.434 10.812  0.186
H16 -3.558 -27.115 9.723  0.198
H17 -4.060 -24.338 10.654  0.190
H18 -4.881 -25.390 9.694  0.187
H19 -4.346 -23.975 8.907  0.204
H20 0.204 -26.772 9.177  0.371
H21 -0.060 -27.331 7.716  0.386

The relative energy (zero: lowest compared OMol25 entry of this formula, charge and spin) is 124.0 kJ/mol. The charge is +1. Its gap between HOMO and LUMO is 4.95 eV.



[2]
A structure of composition C6H21B3O13P2S2 at a distorted geometry. Source: OMol25; level of theory: ωB97M-V/def2-TZVPD.

Each line ends with the natural charge from an NBO analysis.
Geometry (Å):
O1 0.916 0.877 -6.986  -0.978
P1 2.518 0.457 -7.177  1.052
O2 3.289 1.701 -6.454  -0.967
B1 2.667 -0.842 -5.726  0.774
O3 2.667 -2.161 -6.058  -0.868
B2 2.382 -2.883 -4.923  1.007
O4 1.389 -2.352 -4.124  -0.875
B3 1.894 -1.198 -3.587  0.701
P2 1.451 -0.588 -1.780  1.096
O5 2.747 -1.149 -0.899  -0.961
O6 1.781 1.023 -1.891  -0.976
O7 2.756 -0.480 -4.394  -0.876
H1 0.415 0.188 -6.521  0.486
H2 3.539 2.329 -7.157  0.499
H3 3.020 -3.824 -4.598  -0.092
H4 2.914 -2.058 -1.208  0.487
H5 1.503 1.347 -2.764  0.498
O8 -2.154 -0.882 -0.774  -0.938
S1 -2.562 0.082 0.200  2.386
O9 -2.935 -0.323 1.519  -0.943
O10 -3.726 0.972 -0.426  -0.723
C1 -4.887 0.287 -0.940  -0.076
C2 -5.796 -0.240 0.153  -0.641
C3 -1.351 1.348 0.330  -0.889
H6 -4.572 -0.510 -1.615  0.197
H7 -5.412 1.030 -1.535  0.194
H8 -5.310 -1.024 0.731  0.229
H9 -6.704 -0.654 -0.286  0.216
H10 -6.066 0.558 0.843  0.217
H11 -1.076 1.682 -0.665  0.251
H12 -0.487 0.921 0.834  0.261
H13 -1.762 2.163 0.919  0.254
O11 1.976 1.354 6.695  -0.940
S2 1.982 1.040 5.301  2.389
O12 1.406 1.946 4.358  -0.939
O13 1.348 -0.403 5.100  -0.725
C4 0.028 -0.641 5.643  -0.076
C5 -1.065 0.028 4.835  -0.643
C6 3.613 0.634 4.783  -0.888
H14 0.000 -0.331 6.689  0.197
H15 -0.095 -1.721 5.620  0.196
H16 -0.990 1.112 4.888  0.225
H17 -2.045 -0.263 5.213  0.220
H18 -0.995 -0.256 3.786  0.225
H19 4.040 -0.074 5.486  0.250
H20 4.181 1.561 4.780  0.253
H21 3.566 0.217 3.781  0.256

Its gap between HOMO and LUMO is 8.15 eV.



[3]
A cluster of 5 separate species, C6H21BF4NO4 in total at a distorted geometry. Source: OMol25; level of theory: ωB97M-V/def2-TZVPD.

Each line ends with the natural charge from an NBO analysis.
Geometry (Å):
O1 21.376 -15.228 -5.969  -0.815
H1 20.546 -15.554 -6.425  0.532
H2 22.182 -15.561 -6.455  0.539
H3 21.344 -14.230 -6.033  0.568
C1 21.693 -10.769 -5.238  -0.629
C2 20.941 -11.752 -6.148  -0.043
O2 20.240 -12.737 -5.460  -0.978
H4 22.384 -11.338 -4.613  0.193
H5 21.076 -10.126 -4.611  0.190
H6 22.211 -10.081 -5.922  0.162
H7 21.649 -12.186 -6.878  0.078
H8 20.163 -11.104 -6.604  0.099
B1 22.335 -15.735 -2.042  1.344
F1 23.637 -15.213 -2.215  -0.594
F2 22.490 -17.129 -1.921  -0.588
F3 21.700 -15.159 -0.926  -0.579
F4 21.538 -15.442 -3.166  -0.580
C3 23.235 -14.124 -8.953  -0.624
C4 24.032 -15.139 -8.132  -0.064
C5 24.705 -14.525 -6.916  -0.056
O3 23.748 -14.253 -5.951  -0.561
C6 24.211 -13.644 -4.773  -0.250
N1 23.190 -16.302 -7.789  -0.832
H9 22.773 -14.620 -9.817  0.192
H10 23.810 -13.307 -9.381  0.220
H11 22.348 -13.794 -8.408  0.233
H12 24.838 -15.505 -8.782  0.164
H13 25.283 -13.618 -7.139  0.175
H14 25.475 -15.232 -6.561  0.156
H15 25.010 -14.184 -4.254  0.179
H16 23.424 -13.453 -4.050  0.253
H17 24.674 -12.673 -5.003  0.144
H18 23.900 -16.977 -7.490  0.365
H19 22.942 -16.769 -8.660  0.361
O4 19.427 -16.362 -7.216  -0.940
H20 19.374 -17.131 -7.790  0.487
H21 18.513 -16.084 -7.078  0.500

The relative energy (zero: lowest compared OMol25 entry of this formula, charge and spin) is 2.9 kJ/mol. The charge is -1. Its gap between HOMO and LUMO is 5.22 eV.



[4]
A structure of composition C6H21BrMnNO5 at a distorted geometry. Source: OMol25; level of theory: ωB97M-V/def2-TZVPD.

Each line ends with the natural charge from an NBO analysis.
Geometry (Å):
Mn1 16.966 11.439 -8.158  1.313
Br1 19.158 12.705 -7.294  -0.701
C1 14.189 8.401 -9.421  -0.638
C2 15.242 9.155 -8.614  -0.092
C3 16.632 8.529 -8.660  -0.070
O1 17.740 9.363 -8.138  -0.606
C4 19.019 8.749 -8.125  -0.269
N1 15.159 10.554 -8.932  -0.867
H1 14.415 8.414 -10.487  0.220
H2 13.166 8.716 -9.215  0.235
H3 14.232 7.317 -9.321  0.243
H4 15.033 9.034 -7.552  0.203
H5 16.976 8.426 -9.689  0.178
H6 16.732 7.520 -8.262  0.218
H7 19.342 8.381 -9.099  0.182
H8 19.083 7.978 -7.358  0.195
H9 19.787 9.494 -7.918  0.239
H10 14.952 10.582 -9.920  0.392
H11 14.341 10.851 -8.421  0.383
O2 16.268 13.290 -9.220  -0.931
H12 15.392 13.599 -9.449  0.504
H13 16.822 13.582 -9.944  0.492
O3 17.844 11.219 -10.147  -0.943
H14 18.545 10.673 -10.504  0.514
H15 17.676 11.869 -10.830  0.492
C5 15.406 12.563 -5.436  -0.101
C6 15.719 11.126 -5.206  -0.088
O4 16.638 10.729 -6.170  -0.751
O5 14.968 12.852 -6.677  -0.681
H16 16.337 13.101 -5.260  0.216
H17 14.681 12.971 -4.732  0.185
H18 14.830 10.511 -5.347  0.153
H19 16.170 10.986 -4.224  0.212
H20 17.173 10.040 -5.770  0.513
H21 14.159 12.340 -6.746  0.455

Its spin multiplicity is 6. The relative energy (zero: lowest compared OMol25 entry of this formula, charge and spin) is 0.0 kJ/mol. The charge is +1. Its gap between HOMO and LUMO (spin up / spin down) is 7.94 / 7.94 eV.



[5]
A cluster of 2 separate species, C6H21N6OP in total at a distorted geometry. Source: OMol25; level of theory: ωB97M-V/def2-TZVPD.

Each line ends with the natural charge from an NBO analysis.
Geometry (Å):
C1 -0.908 4.134 -0.504  -0.430
C2 -1.032 3.352 1.704  -0.423
C3 2.028 -2.460 1.791  -0.426
C4 2.008 -2.501 -0.499  -0.485
C5 -0.923 -2.459 -1.503  -0.514
C6 -2.209 -1.647 0.326  -0.455
N1 0.112 0.266 -1.683  -1.228
N2 0.430 2.331 -0.117  -0.846
N3 -0.842 2.928 0.307  -0.291
N4 1.150 -2.541 0.619  -0.155
N5 -1.045 -2.510 -0.089  -0.162
N6 -0.097 -2.192 0.810  0.086
O1 1.979 0.389 0.097  -1.201
P1 0.537 0.619 0.023  1.502
H1 -0.325 4.037 -1.332  0.212
H2 -1.805 4.411 -0.956  0.191
H3 -0.554 5.150 -0.020  0.148
H4 -0.316 4.054 1.960  0.173
H5 -2.045 3.698 1.587  0.207
H6 -1.051 2.417 2.282  0.205
H7 2.532 -3.351 2.113  0.214
H8 2.689 -1.651 1.599  0.239
H9 1.406 -1.999 2.673  0.227
H10 3.118 -2.281 -0.290  0.255
H11 1.854 -3.391 -1.051  0.201
H12 1.752 -1.580 -1.242  0.271
H13 -1.926 -2.397 -2.092  0.223
H14 -0.486 -1.565 -1.937  0.297
H15 -0.281 -3.180 -1.806  0.199
H16 -3.100 -1.770 -0.382  0.209
H17 -2.453 -2.133 1.320  0.222
H18 -1.811 -0.524 0.344  0.235
H19 -0.522 0.944 -2.067  0.375
H20 0.889 0.504 -2.298  0.368
H21 1.247 2.897 0.311  0.357

The relative energy (zero: lowest compared OMol25 entry of this formula, charge and spin) is 366.6 kJ/mol. Its gap between HOMO and LUMO (spin up / spin down) is 6.33 / 6.32 eV.



[6]
A structure of composition C6H22BO7PtS at a distorted geometry. Source: OMol25; level of theory: ωB97M-V/def2-TZVPD.

Each line ends with the natural charge from an NBO analysis.
Geometry (Å):
Pt1 0.270 -0.140 -0.356  1.346
B1 0.412 -2.557 -0.371  -0.908
H1 0.534 -2.167 -1.511  0.021
H2 -0.688 -2.313 0.111  -0.038
H3 0.506 -3.758 -0.354  0.037
H4 1.282 -2.088 0.353  -0.006
S1 0.483 1.827 -2.348  2.558
O1 0.131 1.997 -0.880  -1.063
O2 1.615 2.658 -2.734  -1.024
O3 0.910 0.361 -2.376  -1.047
O4 -0.688 2.035 -3.192  -1.036
C1 4.681 -0.008 0.162  -0.632
C2 3.451 0.764 -0.268  -0.072
O5 2.336 0.444 0.573  -0.731
H5 4.539 -1.077 0.003  0.220
H6 4.858 0.132 1.235  0.181
H7 5.576 0.333 -0.358  0.210
H8 3.140 0.510 -1.278  0.235
H9 3.640 1.840 -0.237  0.170
H10 2.575 0.555 1.495  0.477
C3 -3.522 -2.005 -1.138  -0.643
C4 -3.199 -0.642 -0.557  -0.055
O6 -1.983 -0.112 -1.085  -0.728
H11 -4.308 -2.484 -0.545  0.197
H12 -2.652 -2.658 -1.144  0.250
H13 -3.898 -1.896 -2.158  0.195
H14 -3.085 -0.687 0.524  0.174
H15 -3.996 0.066 -0.808  0.160
H16 -2.122 0.045 -2.026  0.506
C5 -1.956 1.760 2.381  -0.638
C6 -0.533 1.255 2.370  -0.073
O7 -0.466 -0.080 1.841  -0.734
H17 -2.020 2.791 2.727  0.213
H18 -2.602 1.124 2.994  0.187
H19 -2.347 1.703 1.362  0.236
H20 -0.091 1.254 3.374  0.149
H21 0.091 1.887 1.740  0.221
H22 -0.875 -0.666 2.483  0.486

Its spin multiplicity is 3. The relative energy (zero: lowest compared OMol25 entry of this formula, charge and spin) is 0.0 kJ/mol. The charge is -1. Its gap between HOMO and LUMO (spin up / spin down) is 6.54 / 7.39 eV.



So what do the calculations give for electronic energy? Going down the list: -30836.9697; -75463.5981; -27794.0605; -119648.3927; -26832.7829; -35667.5795 eV.
So what do the calculations give for M? Going down the list: 270.25; 459.74; 258.04; 322.08; 224.25; 444.19 g/mol.